a:
Computed, not measured: the molecule C9H7NO, with wB97M-V/def2-TZVPD.

As for the HOMO-LUMO gap (alpha / beta): 7.30 / 6.39 eV.

The geometry in ORCA input format:
```
! wB97M-V def2-TZVPD RIJCOSX def2/J DEFGRID3
* xyz 0 1
C 1.4329 2.0637 -0.0347
C 2.4681 1.1662 -0.0083
C 0.8024 -0.6244 0.0048
C 0.1933 1.5532 0.2461
C -0.2820 0.3099 -0.1031
C 2.2004 -0.2650 -0.0143
C 0.3041 -1.9598 0.1264
C -0.9975 -2.1368 0.0680
C -2.7573 0.4042 -0.0963
N -1.4829 -0.2097 -0.2024
O 3.1044 -1.1012 -0.0959
H 1.6182 3.1272 -0.0191
H 3.4917 1.4965 0.0550
H 1.0293 -2.7518 0.2506
H -1.8349 -2.7782 0.0216
H -3.2211 0.5107 -1.0833
H -3.4160 -0.2009 0.5285
H -2.6531 1.3960 0.3565
*
```

=====

b:
Computed, not measured: the molecule C9H7NO, with wB97M-V/def2-TZVPD.

The SMILES is c1ccc(-c2ccco2)nc1. As for the HOMO-LUMO gap: 9.22 eV.

The geometry in ORCA input format:
```
! wB97M-V def2-TZVPD RIJCOSX def2/J DEFGRID3
* xyz 0 1
C 2.5579 1.1796 0.0260
C 3.2061 -0.0544 -0.0964
C 2.4951 -1.1817 -0.0305
C 0.4710 0.0084 0.0183
C 1.1372 1.2002 0.0810
C -1.0033 -0.0543 0.1426
C -1.9019 -0.0405 1.1652
C -3.2060 -0.0017 0.6136
C -3.0587 -0.0001 -0.8254
H 3.0859 2.3603 0.0258
H 4.2005 -0.2838 0.0604
H 3.0493 -2.2216 0.0896
H 0.5693 2.2209 0.0712
H -1.7929 -0.1183 2.1935
H -4.1706 -0.1898 0.9248
H -3.5162 -0.0005 -1.6177
N 1.1058 -1.2103 -0.0155
O -1.6687 0.0465 -1.0257
*
```

=====

What is the stability order? It is b, a, from most stable to least stable.

=====

a:
Computed, not measured: the molecule C3H10NOP, with wB97M-V/def2-TZVPD.

The SMILES is CN(C)[P@H](C)=O. As for the HOMO-LUMO gap: 9.77 eV.

The geometry in ORCA input format:
```
! wB97M-V def2-TZVPD RIJCOSX def2/J DEFGRID3
* xyz 0 1
C -1.8560 0.2548 0.4370
C -0.5333 -0.6718 -1.4398
C 2.1412 -0.4337 0.6938
N -0.5708 -0.0888 -0.0378
O 0.4237 1.6414 1.6451
P 0.7921 0.8199 0.5053
H -1.9310 0.6510 1.4808
H -2.3620 1.0528 -0.1451
H -2.6016 -0.5196 0.3754
H -0.9971 -0.0255 -2.1989
H 0.5086 -0.9387 -1.4977
H -1.0457 -1.6698 -1.4998
H 1.6626 -0.9070 1.5817
H 2.4201 -0.9641 -0.2221
H 2.9456 0.2440 1.0864
H 1.0035 1.5553 -0.7641
*
```

=====

b:
Computed, not measured: the molecule C3H10NOP, with wB97M-V/def2-TZVPD.

The SMILES is CPN(C)CO. As for the HOMO-LUMO gap: 9.90 eV.

The geometry in ORCA input format:
```
! wB97M-V def2-TZVPD RIJCOSX def2/J DEFGRID3
* xyz 0 1
C -0.4398 -1.6522 -0.3547
C 0.2102 0.6568 -1.2016
C 0.7885 1.0557 1.8409
N -0.6371 -0.1952 -0.2908
O -0.5729 -2.2473 -1.6865
P -0.9337 0.4570 1.3299
H 0.4684 -2.0664 -0.0720
H -1.0860 -2.0107 0.4111
H -0.8368 -1.5566 -2.3094
H -0.0462 1.5945 -0.9438
H 1.1984 0.4491 -1.0640
H 0.0639 0.4604 -2.3025
H 1.1979 1.6257 1.0775
H 0.6833 1.7460 2.5582
H 1.2895 0.0274 2.1595
H -1.3477 1.6558 0.8482
*
```

=====

What is the stability order? It is a, b, from most stable to least stable.

=====

a:
Computed, not measured: the molecule CH3N3O2Si, with wB97M-V/def2-TZVPD.

The SMILES is N#C[Si@H](N)[N+](=O)[O-]. As for the HOMO-LUMO gap: 10.15 eV.

The geometry in ORCA input format:
```
! wB97M-V def2-TZVPD RIJCOSX def2/J DEFGRID3
* xyz 0 1
C 0.5962 1.7423 0.2472
N 0.7855 2.6531 0.8940
N -1.6040 -0.0375 -0.0512
N 1.0350 -1.0884 0.2075
O 0.8479 -2.2026 -0.2417
O 1.7529 -0.8065 1.1136
Si 0.1574 0.2790 -0.5540
H -1.9213 0.2199 0.8629
H -1.9830 -0.8607 -0.4743
H 0.3333 0.1014 -2.0040
*
```

=====

b:
Computed, not measured: the molecule CH3N3O2Si, with wB97M-V/def2-TZVPD.

The SMILES is N#C[Si@H](N)[N+](=O)[O-]. As for the HOMO-LUMO gap: 10.44 eV.

The geometry in ORCA input format:
```
! wB97M-V def2-TZVPD RIJCOSX def2/J DEFGRID3
* xyz 0 1
C 1.6553 0.7811 0.7534
N 2.4128 1.2492 1.4733
N -0.8475 0.9745 -0.9380
N -0.5439 -1.3096 0.7189
O 0.0279 -2.3040 1.0960
O -1.6988 -1.0139 0.9611
Si 0.4494 0.0090 -0.4424
H -1.7561 0.8616 -0.5132
H -0.8494 1.5973 -1.7284
H 1.1503 -0.8452 -1.3807
*
```

=====

What is the stability order? It is b, a, from most stable to least stable.

=====

a:
Computed, not measured: a structure of composition C2HNO, with wB97M-V/def2-TZVPD.

As for the HOMO-LUMO gap: 10.41 eV.

The geometry in ORCA input format:
```
! wB97M-V def2-TZVPD RIJCOSX def2/J DEFGRID3
* xyz 0 1
O -1.2921 -1.1181 -0.7710
C -0.8621 -0.1226 -0.3504
C 0.9378 0.1488 0.3846
N 2.0281 0.1960 0.8019
H -0.8117 0.8958 -0.0651
*
```

=====

b:
Computed, not measured: a cluster of 2 separate species, C2HNO in total, with wB97M-V/def2-TZVPD.

As for the HOMO-LUMO gap (alpha / beta): 9.95 / 5.36 eV.

The geometry in ORCA input format:
```
! wB97M-V def2-TZVPD RIJCOSX def2/J DEFGRID3
* xyz 0 1
C 2.9700 -0.3450 0.0093
C -0.1467 -0.7613 0.0959
N 4.0961 -0.1578 -0.0196
O -0.5533 -1.8489 -0.0502
H -0.1197 0.0341 -0.6096
*
```

=====

What is the stability order? It is a, b, from most stable to least stable.

=====

a:
Computed, not measured: a structure of composition C24H25ClN5NiS4, with wB97M-V/def2-TZVPD.

The expectation value of S² is 2.022. As for the HOMO-LUMO gap (alpha / beta): 3.45 / 5.40 eV.

The geometry in ORCA input format:
```
! wB97M-V def2-TZVPD RIJCOSX def2/J DEFGRID3
* xyz -1 3
Ni 0.1306 -0.2284 0.2399
S -0.1209 -0.7843 2.7813
C -1.0807 0.5678 2.4967
N -1.2098 1.0812 1.2888
C -2.0329 2.1796 1.2579
C -2.3568 2.9131 0.1162
C -3.2013 4.0029 0.2339
C -3.7296 4.3729 1.4716
C -3.4178 3.6498 2.6137
C -2.5720 2.5565 2.5013
S -1.9990 1.4580 3.7252
H -1.9393 2.6202 -0.8392
H -3.4558 4.5772 -0.6484
H -4.3883 5.2288 1.5430
H -3.8278 3.9338 3.5748
C -2.9170 -1.3859 -0.6353
C -2.2437 -0.5609 -1.6789
N -1.0433 -0.0850 -1.5535
C -0.6504 0.6407 -2.6615
C -1.5935 0.7230 -3.6371
S -2.9858 -0.1727 -3.1888
C 0.9429 2.0570 -1.6108
C 0.8630 3.4111 -1.6418
S 1.2990 4.0632 -0.1189
C 1.5602 2.4575 0.4800
N 1.3399 1.5260 -0.3972
C 1.9509 2.2026 1.8947
H -2.2686 -1.4126 0.2428
H -3.0759 -2.4053 -0.9918
H -3.8824 -0.9599 -0.3601
H -1.5316 1.2562 -4.5693
H 0.5633 4.0251 -2.4737
H 2.8190 2.7988 2.1806
H 2.1642 1.1412 2.0132
H 1.1256 2.4441 2.5679
C 1.4295 -0.7791 -3.9151
C 1.6944 0.6881 -3.5890
C 3.0420 0.7848 -2.8785
C 1.7342 1.5201 -4.8738
N 0.6162 1.2349 -2.7061
H 2.2595 -1.1676 -4.5077
H 0.5142 -0.9098 -4.4925
H 1.3591 -1.3724 -3.0035
H 3.8179 0.4186 -3.5530
H 3.0508 0.1705 -1.9795
H 3.2841 1.8154 -2.6115
H 2.5158 1.1576 -5.5456
H 1.9358 2.5681 -4.6417
H 0.7787 1.4604 -5.3982
Cl 0.8354 -5.1425 -2.4638
C 1.5985 -3.8134 -1.5999
C 3.0037 -3.7857 -1.5058
C 3.5082 -2.7010 -0.7297
C 2.6652 -1.7616 -0.2135
N 1.3041 -1.7574 -0.3882
C 0.8011 -2.8530 -1.0563
H 3.6245 -4.5569 -1.9316
H 4.5718 -2.6112 -0.5418
H 3.0564 -0.9326 0.3681
H -0.2756 -2.9123 -1.1575
*
```

=====

b:
Computed, not measured: a structure of composition C24H25ClN5NiS4, with wB97M-V/def2-TZVPD.

The expectation value of S² is 2.024. As for the HOMO-LUMO gap (alpha / beta): 5.56 / 5.80 eV.

The geometry in ORCA input format:
```
! wB97M-V def2-TZVPD RIJCOSX def2/J DEFGRID3
* xyz -1 3
Ni 0.5281 0.2184 -0.2687
S 3.0089 2.1081 1.8396
C 1.3823 1.8850 2.2209
N 0.4456 1.2480 1.5435
C -0.7820 1.2522 2.1929
C -1.9572 0.6873 1.6938
C -3.1054 0.7370 2.4649
C -3.1093 1.3464 3.7208
C -1.9552 1.9326 4.2150
C -0.8003 1.8850 3.4446
S 0.7784 2.5303 3.7660
H -1.9416 0.2534 0.6987
H -4.0205 0.3012 2.0805
H -4.0191 1.3720 4.3080
H -1.9529 2.4225 5.1810
C 1.5578 -1.1611 3.3886
C 0.3811 -1.7912 2.7240
N 0.2115 -1.8409 1.4406
C -0.9716 -2.4696 1.1070
C -1.7032 -2.9107 2.1604
S -0.9092 -2.5099 3.6248
C -1.3313 -2.5019 -0.3135
C -2.5769 -2.3203 -0.8242
S -2.4758 -2.1828 -2.5250
C -0.7643 -2.3747 -2.4353
N -0.3162 -2.5689 -1.2376
C 0.1109 -2.1808 -3.6230
H 2.2225 -0.7493 2.6302
H 2.0993 -1.8914 3.9927
H 1.2454 -0.3424 4.0390
H -2.6477 -3.4280 2.1400
H -3.5006 -2.1838 -0.2872
H -0.3895 -2.4457 -4.5541
H 1.0202 -2.7701 -3.5123
H 0.3763 -1.1189 -3.6386
C -2.6042 1.7066 -2.3172
C -1.0869 1.8865 -2.1284
C -0.8550 3.1194 -1.2358
C -0.4596 2.1621 -3.5073
N -0.5240 0.7071 -1.5522
H -3.0724 2.5971 -2.7525
H -3.0717 1.5046 -1.3498
H -2.7980 0.8537 -2.9714
H -1.2689 4.0350 -1.6759
H 0.2166 3.2571 -1.0736
H -1.3197 2.9608 -0.2599
H -0.8730 3.0598 -3.9821
H -0.6338 1.3068 -4.1663
H 0.6198 2.2902 -3.3952
Cl 5.7162 1.2165 -2.0536
C 4.6232 0.0255 -1.4192
C 5.0114 -1.2968 -1.3190
C 4.0938 -2.2016 -0.8135
C 2.8404 -1.7491 -0.4328
N 2.4872 -0.4676 -0.5218
C 3.3598 0.4132 -1.0084
H 6.0012 -1.6017 -1.6314
H 4.3413 -3.2500 -0.7179
H 2.0781 -2.4165 -0.0557
H 3.0399 1.4442 -1.0569
*
```

=====

What is the stability order? It is a, b, from most stable to least stable.